# 1
Density functional theory data (wB97M-V/def2-TZVPD) for C20H23ClDyN2OP as an isolated structure in a non-equilibrium geometry.

Structure (ORCA input):
```
! wB97M-V def2-TZVPD RIJCOSX def2/J DEFGRID3
* xyz 2 6
Dy -1.46 -1.42 0.69
Cl -3.34 -1.41 2.27
P 0.07 0.98 -0.12
O 0.04 -1.83 2.23
N 0.13 -3.49 3.84
N 1.75 -1.88 3.71
C -3.38 -1.55 -1.58
C 2.57 -0.23 -0.36
C -3.63 -0.30 -0.98
C 3.98 -0.13 -2.33
C -0.92 4.75 -1.51
C 1.60 0.55 -1.03
C -0.08 2.77 -0.38
C -0.87 3.35 -1.39
C -2.09 -1.86 -2.04
C -1.26 0.27 -1.17
C -1.04 -0.95 -1.86
C 3.75 -0.57 -1.02
C -1.12 -4.16 3.48
C 0.65 3.60 0.49
C 0.60 4.98 0.36
C -2.59 0.62 -0.82
C 0.61 -2.41 3.23
C 3.03 0.65 -2.98
C 1.84 1.01 -2.33
C -0.19 5.56 -0.64
H -1.91 -2.80 -2.57
H -0.23 6.65 -0.75
H -1.48 -4.72 4.36
H -0.97 -4.88 2.67
H -1.43 2.73 -2.09
H 4.92 -0.39 -2.83
H -1.53 5.19 -2.30
H 1.27 3.14 1.27
H 4.50 -1.18 -0.50
H -0.05 -1.17 -2.27
H -4.20 -2.25 -1.74
H 0.72 -3.90 4.57
H 3.21 1.01 -4.00
H 1.10 1.64 -2.83
H -1.90 -3.44 3.20
H 1.18 5.61 1.04
H -4.64 -0.05 -0.66
H -0.20 -2.66 -0.08
H -2.80 1.62 -0.43
H -0.96 -3.09 -0.16
H 2.37 -0.55 0.67
H 2.27 -2.34 4.45
H 2.11 -1.06 3.24
*
```

- orbital gap (spin up / spin down) (eV) = 6.47 / 6.53

Mulliken atomic charge list, values in e, 2 entries:
1. Dy 0.591
2. Cl -0.407


# 2
Density functional theory data (wB97M-V/def2-TZVPD) for C4H13O3S2 as an isolated structure in a non-equilibrium geometry.

Structure (ORCA input):
```
! wB97M-V def2-TZVPD RIJCOSX def2/J DEFGRID3
* xyz 0 2
S -1.36 -0.94 -2.46
S -2.49 -0.69 -0.88
O 1.57 0.93 -1.48
O 0.48 -0.89 2.55
O 2.08 -0.19 0.74
C -1.97 0.68 0.18
C -0.77 -0.49 2.10
C 0.38 -0.61 -2.32
C -0.65 0.38 0.87
H -2.74 0.73 0.95
H 2.46 0.79 -1.89
H -0.18 1.30 1.23
H -1.14 0.02 3.00
H 0.93 -1.44 -1.90
H -1.49 -1.33 1.97
H 0.62 0.21 -1.63
H 1.70 0.43 -0.58
H 2.51 0.56 1.17
H 0.11 0.02 0.17
H 1.19 -0.88 1.82
H 0.73 -0.26 -3.29
H -1.96 1.65 -0.32
*
```

- orbital gap (spin up / spin down) (eV) = 8.45 / 4.85

natural (NBO) atomic charge list, values in e, 2 entries:
1. S 0.421
2. S 0.277


# 3
Density functional theory data (wB97M-V/def2-TZVPD) for a 2-piece molecular cluster, C4H11NO2 overall in a non-equilibrium geometry.

Structure (ORCA input):
```
! wB97M-V def2-TZVPD RIJCOSX def2/J DEFGRID3
* xyz 0 1
O 3.33 -0.10 0.33
O 3.05 1.00 -1.59
N -1.85 -0.50 1.53
C -1.71 -0.83 -0.86
C 1.42 1.29 0.11
C -1.03 -1.18 0.45
C 2.66 0.78 -0.26
H -1.09 -1.09 -1.72
H -1.52 -0.18 2.38
H 0.52 0.90 -0.50
H -1.03 -2.26 0.61
H -2.62 -1.14 1.79
H 2.28 1.49 -2.07
H 0.92 1.14 1.10
H 1.25 2.47 0.20
H -0.01 -0.82 0.36
H -2.66 -1.21 -1.00
H -1.89 0.27 -0.86
*
```

- energy above the lowest of the compared OMol25 structures with the same formula, charge and spin (eV) = 2.371
- SMILES = CC(=O)O.CCN
- orbital gap (eV) = 9.96

natural (NBO) atomic charge list, values in e, 2 entries:
1. O -0.542
2. O -0.673


# 4
Density functional theory data (wB97M-V/def2-TZVPD) for C8H14BN in the gas phase in a non-equilibrium geometry.

Structure (ORCA input):
```
! wB97M-V def2-TZVPD RIJCOSX def2/J DEFGRID3
* xyz 0 1
N 2.33 -1.35 0.07
C -0.35 1.80 0.78
C 1.34 0.37 1.75
C 0.60 1.48 1.80
C -0.30 -1.16 -1.58
C -1.03 -1.10 0.94
C -0.10 -0.41 -0.24
C -1.43 1.31 -1.54
C -0.54 1.04 -0.37
B 1.33 -0.46 0.48
H 0.67 2.17 2.55
H -2.22 0.65 -1.48
H -0.69 -2.01 1.44
H -1.01 -0.36 1.77
H -0.64 2.85 0.59
H 2.36 -1.93 -0.75
H 0.41 -0.65 -2.25
H -0.98 1.06 -2.45
H -1.61 2.39 -1.57
H -2.07 -1.15 0.44
H 2.11 0.28 2.48
H -1.32 -1.07 -2.00
H 3.15 -1.62 0.59
H 0.00 -2.15 -1.43
*
```

- energy above the lowest of the compared OMol25 structures with the same formula, charge and spin (eV) = 0.000
- SMILES = CC1=CC=CB(N)C1(C)C
- orbital gap (eV) = 8.45

natural (NBO) atomic charge list, values in e, 2 entries:
1. N -1.022
2. C -0.313


# 5
Density functional theory data (wB97M-V/def2-TZVPD) for an isolated ion of composition C4H11N4 and charge +1 in a non-equilibrium geometry.

Structure (ORCA input):
```
! wB97M-V def2-TZVPD RIJCOSX def2/J DEFGRID3
* xyz 1 3
N -0.12 -1.34 0.57
N -1.57 -0.25 -0.45
N -1.31 -1.19 0.33
N 1.39 0.60 0.86
C 2.43 -0.28 1.56
C -0.38 0.44 -0.99
C -2.80 0.06 -1.17
C 0.70 -0.25 -0.24
H -0.61 1.48 -0.82
H -2.82 1.13 -1.26
H 1.51 -0.82 -0.78
H 1.73 -0.93 2.02
H -2.72 -0.39 -2.16
H -3.64 -0.32 -0.61
H -0.34 0.37 -2.08
H 1.73 1.52 0.48
H 3.00 0.26 2.33
H 3.13 -0.79 0.93
H 0.70 0.71 1.48
*
```

- energy above the lowest of the compared OMol25 structures with the same formula, charge and spin (eV) = 2.193
- orbital gap (spin up / spin down) (eV) = 6.18 / 7.20

natural (NBO) atomic charge list, values in e, 2 entries:
1. N -0.126
2. N 0.053


# 6
Density functional theory data (wB97M-V/def2-TZVPD) for C20H20BiF5N9OP as an isolated structure.

Structure (ORCA input):
```
! wB97M-V def2-TZVPD RIJCOSX def2/J DEFGRID3
* xyz 2 1
Bi -1.22 -0.91 0.66
P 0.20 0.18 -1.30
F -0.75 -2.95 -1.22
F 1.44 -4.16 2.76
F 0.11 -7.49 -0.27
F 1.29 -6.76 2.06
F -0.92 -5.57 -1.92
O 0.44 -2.21 1.13
N 1.57 2.25 -2.30
N -0.22 0.66 2.04
N -2.72 1.06 0.96
N 1.97 -0.18 1.95
N 1.58 1.63 3.25
N 2.41 0.01 -2.81
N -0.58 2.63 3.30
N 0.39 0.83 -3.90
N 1.14 3.43 4.58
C -0.34 -5.25 -0.78
C 0.18 -6.22 0.06
C 1.10 0.71 2.44
C 0.72 2.54 3.70
C 0.77 2.20 -3.53
C 0.85 -4.51 1.62
C -4.53 2.86 1.99
C -2.38 1.85 1.98
C -3.95 1.13 0.45
C -0.58 0.26 -2.99
C 0.34 -3.51 0.79
C -3.25 2.77 2.53
C 1.59 0.01 -4.02
C -0.25 -3.92 -0.40
C 0.80 1.92 -1.12
C 0.78 -5.84 1.26
C 2.75 1.39 -2.46
C 1.78 -0.70 -1.71
C -4.89 2.03 0.94
C -0.98 1.71 2.49
H -2.93 3.39 3.35
H 3.36 1.80 -3.26
H -4.19 0.46 -0.36
H 1.31 -1.02 -4.27
H 1.64 -1.10 1.66
H 3.33 1.40 -1.54
H -5.24 3.56 2.40
H 1.37 2.61 -4.34
H 2.89 -0.13 2.38
H -0.86 -0.75 -3.30
H 1.56 -1.73 -1.99
H -5.87 2.07 0.50
H 2.20 0.41 -4.84
H 2.43 -0.70 -0.83
H -1.48 0.88 -2.96
H 1.43 2.00 -0.23
H 0.51 4.14 4.93
H 2.09 3.40 4.91
H -0.05 2.61 -1.01
H -0.12 2.81 -3.41
*
```

- energy above the lowest of the compared OMol25 structures with the same formula, charge and spin (eV) = 0.022
- orbital gap (eV) = 7.19

natural (NBO) atomic charge list, values in e, 2 entries:
1. Bi 1.665
2. P 0.814


# 7
Density functional theory data (wB97M-V/def2-TZVPD) for C20H46OP4Y as an isolated structure in a non-equilibrium geometry.

Structure (ORCA input):
```
! wB97M-V def2-TZVPD RIJCOSX def2/J DEFGRID3
* xyz 3 1
Y -1.36 0.37 -0.52
P 1.31 -0.72 2.68
P -2.21 -2.04 0.90
P -1.09 2.02 1.78
P 1.27 -1.73 -1.11
O 0.11 0.98 -2.01
C -3.71 -1.47 1.80
C 1.98 -2.43 2.68
C -2.02 1.72 3.35
C 3.06 -1.36 -1.06
C -1.39 -3.27 1.99
C 0.58 1.60 -3.07
C 0.99 1.30 -5.44
C -2.34 2.05 -2.11
C 2.53 2.53 -4.04
C 1.74 2.44 -2.91
C 2.85 0.32 2.51
C 0.56 -0.41 4.32
C 0.33 2.84 2.54
C 1.39 -3.55 -0.76
C 0.05 1.36 -4.39
C -1.57 3.09 -2.49
C 1.11 -1.73 -2.95
C -2.87 -3.05 -0.51
C 2.27 1.85 -5.24
C -2.05 3.33 0.89
H -1.83 4.31 1.34
H -2.05 -3.56 -1.02
H 1.16 2.85 1.83
H -2.59 2.62 3.68
H -3.43 -1.05 2.78
H 3.50 0.22 3.39
H 0.75 0.82 -6.40
H -4.20 -0.68 1.20
H 2.53 1.37 2.40
H 0.65 2.33 3.45
H -3.61 -3.80 -0.20
H -1.10 -2.80 2.95
H 1.59 -4.10 -1.70
H 2.94 -2.53 3.21
H 0.08 3.87 2.80
H 2.10 -2.74 1.62
H 0.45 0.67 4.51
H -4.45 -2.28 1.98
H 1.60 -2.63 -3.35
H -1.30 1.47 4.16
H -2.02 -4.14 2.23
H -1.18 3.16 -3.52
H 3.52 -1.78 -1.98
H -0.46 -0.83 4.28
H 0.46 -3.94 -0.33
H -0.48 -3.65 1.50
H 2.20 -3.80 -0.05
H -3.15 3.18 0.93
H -3.35 -2.36 -1.23
H -2.33 1.12 -2.70
H -2.77 0.89 3.27
H -1.46 4.02 -1.92
H 2.96 1.98 -6.08
H 3.39 0.01 1.59
H -1.02 1.19 -4.71
H 1.08 -0.86 5.18
H 3.17 -0.27 -1.07
H 1.97 2.97 -1.97
H 0.27 1.44 0.33
H 3.57 -1.77 -0.17
H 0.03 -1.73 -3.18
H 1.54 -0.81 -3.40
H 3.39 3.14 -4.09
H 1.26 -3.12 3.17
H -1.77 3.39 -0.18
H -3.12 2.21 -1.36
*
```

- energy above the lowest of the compared OMol25 structures with the same formula, charge and spin (eV) = 3.997
- orbital gap (spin up / spin down) (eV) = 4.12 / 2.61

Mulliken atomic charge list, values in e, 2 entries:
1. Y 0.058
2. P 0.704


# 8
Density functional theory data (wB97M-V/def2-TZVPD) for C6H11PS in the gas phase in a non-equilibrium geometry.

Structure (ORCA input):
```
! wB97M-V def2-TZVPD RIJCOSX def2/J DEFGRID3
* xyz 0 1
S 3.15 0.42 0.69
P 1.30 0.71 0.16
C 1.30 1.38 -1.58
C -2.07 0.08 1.00
C -1.84 1.55 0.59
C 0.26 -0.87 0.11
C 1.03 -2.05 -0.06
C -0.98 -0.95 0.60
H 0.24 1.37 -1.62
H -1.37 2.27 1.33
H 1.84 -1.90 -0.78
H 0.53 -2.84 -0.56
H 2.09 0.87 -2.19
H -3.11 -0.18 0.79
H -2.12 0.17 2.18
H 1.67 2.42 -1.74
H -1.92 1.88 -0.44
H -1.27 -1.97 0.62
H 1.27 -2.38 0.92
*
```

- energy above the lowest of the compared OMol25 structures with the same formula, charge and spin (eV) = 3.679
- orbital gap (spin up / spin down) (eV) = 7.20 / 7.81

natural (NBO) atomic charge list, values in e, 2 entries:
1. S -0.429
2. P 0.853


# 9
Density functional theory data (wB97M-V/def2-TZVPD) for C38H54N7OPbSSeSi3Te as an isolated structure.

Structure (ORCA input):
```
! wB97M-V def2-TZVPD RIJCOSX def2/J DEFGRID3
* xyz 1 1
Pb 0.67 0.82 -0.18
Te -0.69 -1.79 2.76
Se 2.72 2.17 1.35
S 1.50 -1.65 0.53
Si -3.82 -1.94 3.91
Si 1.60 -3.50 4.62
Si 2.83 4.40 1.98
O -0.80 -0.42 -1.59
N -2.74 0.61 -0.79
N -2.01 0.99 0.28
N 1.45 2.32 -2.14
N -0.82 1.43 2.82
N 1.75 -0.36 -2.15
N 1.79 -1.72 -2.21
N 1.54 -3.69 -1.17
C -2.62 2.91 3.32
C 1.31 -1.61 -6.47
C 4.56 4.90 1.53
C -2.05 3.23 4.54
C -0.26 1.78 3.98
C 1.61 -2.35 -1.09
C -2.68 1.57 1.23
C -2.00 1.98 2.48
C -4.10 -1.53 -5.13
C 3.69 -1.39 -6.20
C 0.11 -3.63 3.41
C -0.85 2.64 4.89
C 2.59 4.62 3.81
C -2.03 -0.10 -1.67
C -4.06 -0.13 -3.17
C -4.88 -0.88 5.00
C 1.57 -5.08 5.59
C -2.00 -1.60 4.42
C 1.96 0.24 -3.26
C 2.21 -0.48 -4.54
C -4.16 1.79 1.13
C 2.20 3.86 -4.30
C 1.76 4.46 -3.14
C 2.60 -1.83 -6.93
C 3.50 -0.71 -5.00
C -4.07 -1.51 2.11
C -4.15 -3.76 4.17
C -4.71 -0.60 -4.31
C 1.40 -2.01 5.74
C -2.18 -1.54 -3.68
C 1.88 1.73 -3.26
C 3.19 -3.33 3.69
C 2.25 2.47 -4.37
C 1.57 5.49 1.13
C -2.79 -0.59 -2.86
C 1.39 3.65 -2.08
C -2.83 -2.01 -4.81
C 1.11 -0.94 -5.27
H -4.58 1.11 0.41
H -4.05 -4.04 5.22
H 4.35 -0.36 -4.42
H 0.11 -0.76 -4.90
H 1.87 5.74 0.10
H 3.10 3.84 4.39
H 0.66 -5.17 6.20
H 2.58 1.97 -5.27
H -1.67 -2.29 5.20
H 0.40 -1.94 6.19
H -4.65 1.64 2.10
H 4.01 -3.12 4.39
H 1.50 6.43 1.69
H -5.17 -4.00 3.85
H 2.49 4.46 -5.16
H -3.72 -2.32 1.45
H 1.64 -4.13 -2.07
H -3.47 -4.38 3.58
H 4.73 5.95 1.80
H -2.35 -2.75 -5.44
H -3.56 3.36 3.02
H 4.74 4.78 0.46
H -3.53 -0.60 1.82
H -5.70 -0.23 -4.55
H 0.46 -1.96 -7.04
H -4.61 -1.89 -6.01
H -0.70 -4.17 3.91
H 1.70 5.54 -3.04
H 2.76 -2.35 -7.87
H -4.53 0.60 -2.52
H 0.42 -4.19 2.52
H 1.60 -1.09 5.18
H 2.13 -2.07 6.55
H -4.74 -1.14 6.06
H 0.58 5.04 1.12
H 2.43 -5.12 6.27
H 3.00 5.59 4.11
H 3.16 -2.51 2.96
H 4.70 -1.57 -6.55
H 5.29 4.28 2.07
H 1.53 4.60 4.06
H -4.38 2.81 0.80
H 1.47 -4.25 -0.34
H -2.54 3.93 5.20
H 1.63 -5.95 4.93
H 0.70 1.32 4.20
H 1.02 4.06 -1.15
H -5.94 -1.00 4.76
H -1.19 -1.89 -3.41
H 3.45 -4.24 3.14
H -0.36 2.86 5.83
H -1.92 -0.57 4.79
H -4.62 0.18 4.88
H -5.13 -1.34 1.89
*
```

- energy above the lowest of the compared OMol25 structures with the same formula, charge and spin (eV) = 2.639
- orbital gap (spin up / spin down) (eV) = 5.60 / 4.60

Mulliken atomic charge list, values in e, 2 entries:
1. Pb 1.012
2. Te 0.086


# 10
Density functional theory data (wB97M-V/def2-TZVPD) for C18H52BBaN4O6 as an isolated structure in a non-equilibrium geometry.

Structure (ORCA input):
```
! wB97M-V def2-TZVPD RIJCOSX def2/J DEFGRID3
* xyz 0 2
Ba -0.86 0.14 0.15
O 3.24 -0.49 3.08
O -1.91 2.42 -0.99
O -3.64 -0.46 0.39
O -3.47 4.59 -2.72
O 1.99 -0.28 -0.52
O 1.37 -0.66 -5.53
N 1.06 2.15 0.39
N -2.12 1.10 2.37
N -0.77 -1.04 -2.59
N 0.70 -1.24 1.99
C 2.70 3.42 -0.88
C -0.12 -2.07 4.07
C -3.16 0.09 2.62
C 4.59 -0.97 3.03
C -3.71 0.37 4.05
C 2.31 0.36 -5.18
C 2.77 -1.46 -0.75
C 2.70 0.88 -0.90
C 0.57 -2.79 -3.40
C 0.19 -0.54 -4.75
C 2.38 -1.38 3.76
C -4.31 0.04 1.56
C -2.65 4.94 -1.57
C 0.40 -1.28 -3.45
C -4.37 -1.45 -0.35
C 0.88 -1.14 3.44
C 1.88 2.15 -0.81
C -1.67 3.85 -0.94
B -0.94 -2.77 -0.22
H -0.99 -1.92 -2.15
H -1.55 4.05 0.12
H -0.07 -2.15 -0.38
H 3.55 1.04 -0.24
H 5.06 -0.37 2.25
H 0.75 -2.20 1.68
H 1.54 -0.84 1.62
H 0.06 -3.07 3.68
H -0.63 3.98 -1.22
H 3.06 -1.66 -1.78
H 2.69 -2.41 3.63
H 1.25 -3.16 -4.17
H -4.52 1.09 3.95
H 4.84 -1.99 2.75
H -2.91 0.77 4.68
H -5.06 -0.71 1.80
H 5.05 -0.67 3.97
H 1.21 2.22 -1.66
H -0.06 -2.05 5.15
H 3.13 0.49 -5.89
H -2.70 -0.90 2.65
H -1.36 -3.01 -1.19
H -3.98 -1.50 -1.37
H -1.73 1.32 3.27
H 0.62 3.06 0.39
H -3.36 5.17 -0.77
H -3.99 -0.56 4.54
H 2.13 4.31 -0.63
H -0.66 -1.05 -5.20
H 3.14 0.93 -1.89
H 3.22 3.53 -1.83
H 3.48 3.39 -0.12
H -5.43 -1.29 -0.52
H 1.29 -0.95 -2.92
H -1.68 -2.25 0.36
H 0.66 -0.13 3.80
H -1.54 -0.72 -3.16
H 1.76 1.28 -5.42
H 2.71 0.19 -4.18
H -4.17 -2.43 0.08
H -1.15 -1.79 3.83
H -0.38 -3.31 -3.54
H -2.03 5.82 -1.75
H 1.62 2.27 1.22
H 1.05 -3.13 -2.49
H -0.05 0.50 -4.51
H -0.61 -3.62 0.35
H -4.72 1.02 1.32
H 3.62 -1.50 -0.06
H -2.64 1.96 2.26
H 2.15 -2.32 -0.50
H 2.33 -1.22 4.84
*
```

- orbital gap (spin up / spin down) (eV) = 6.74 / 6.53

Mulliken atomic charge list, values in e, 2 entries:
1. Ba 0.983
2. O -0.220


# 11
Density functional theory data (wB97M-V/def2-TZVPD) for a 2-piece molecular cluster, C3H8N3S overall in a non-equilibrium geometry.

Structure (ORCA input):
```
! wB97M-V def2-TZVPD RIJCOSX def2/J DEFGRID3
* xyz 1 1
S 1.23 -1.11 0.59
N 0.36 0.93 -0.76
N -0.97 -1.10 -1.05
N 1.49 1.28 -0.50
C -0.13 -0.26 -0.18
C 2.33 0.29 0.23
C -1.52 0.71 1.03
H -2.28 -0.08 1.17
H -1.99 -1.03 -0.74
H 3.07 0.08 -0.43
H -1.11 0.72 2.06
H -0.92 -0.84 -2.02
H 2.73 0.85 1.01
H -0.73 -2.09 -1.01
H -1.57 1.65 0.60
*
```

- energy above the lowest of the compared OMol25 structures with the same formula, charge and spin (eV) = 3.826
- orbital gap (eV) = 9.33

natural (NBO) atomic charge list, values in e, 2 entries:
1. S 0.233
2. N -0.174